# 1
Here is a structure of composition C3H13N6O4Sn at a distorted geometry from the OMol25 dataset. Energies are from the ωB97M-V functional and the def2-TZVPD basis.

Computed properties:
Molar mass ... 315.89 u
Charge ... +1
HOMO-LUMO gap ... 7.26 eV

```
27
Properties=species:S:1:pos:R:3:forces:R:3
Sn -23.17006 7.75230 -4.22602 0.70 -1.72 -2.15
O -22.31177 5.43550 -5.52814 -0.89 2.10 1.09
H -21.35038 5.41426 -5.60303 -0.01 0.16 0.20
C -26.12793 10.13708 -4.66216 0.21 -0.67 -0.60
O -25.00638 9.84868 -4.21109 0.44 -0.12 0.34
N -26.60431 9.52903 -5.78764 0.01 0.37 -0.27
N -26.98855 11.00197 -4.10571 0.05 0.06 0.12
H -27.33283 10.02642 -6.27524 -0.03 -0.09 -0.04
H -25.88362 9.14692 -6.39152 0.00 -0.43 0.23
H -26.73056 11.60034 -3.34238 -0.04 -0.16 0.09
H -27.91569 11.00716 -4.48952 -0.10 0.41 0.30
C -24.70502 6.89668 -7.64376 1.62 -2.44 0.86
O -24.59009 7.68155 -6.67036 -0.52 1.09 0.22
N -25.68625 6.83937 -8.55482 -1.24 0.95 -0.81
N -23.82844 5.87661 -7.72335 0.03 0.24 -0.31
H -25.76707 6.08143 -9.20874 0.43 -0.19 0.20
H -26.38089 7.54358 -8.73461 0.26 0.33 0.52
H -23.76366 5.26686 -8.51891 -0.24 0.05 -0.05
H -23.18340 5.69899 -6.93509 0.24 0.05 0.25
C -19.22485 8.66611 -3.80441 -0.95 0.55 -0.63
O -20.32148 8.08639 -3.76722 -0.53 -0.63 0.26
N -19.20111 9.99020 -4.07838 0.83 -0.48 0.18
N -18.03264 8.06457 -3.61903 -0.50 -0.14 0.24
H -18.30009 10.43401 -4.09315 -0.34 0.60 -0.17
H -20.05768 10.41154 -4.38008 0.19 0.31 -0.04
H -17.19550 8.47970 -3.98344 0.15 -0.18 0.18
H -18.05799 7.11437 -3.29314 0.25 -0.05 -0.19
```
Forces are in eV/Å.

So, what does the Löwdin scheme give us? The charges, in e, come out as: atom 1 (Sn): 1.671, atom 2 (O): -0.467, atom 3 (H): -0.060, atom 4 (C): -0.651, atom 5 (O): -0.167, atom 6 (N): 0.158, atom 7 (N): 0.185, atom 8 (H): 0.105, atom 9 (H): 0.063, atom 10 (H): 0.123, atom 11 (H): 0.113, atom 12 (C): -0.626, atom 13 (O): -0.154, atom 14 (N): 0.180, atom 15 (N): 0.161, atom 16 (H): 0.114, atom 17 (H): 0.113, atom 18 (H): 0.111, atom 19 (H): 0.020, atom 20 (C): -0.659, atom 21 (O): -0.141, atom 22 (N): 0.171, atom 23 (N): 0.184, atom 24 (H): 0.110, atom 25 (H): 0.110, atom 26 (H): 0.113, atom 27 (H): 0.121

=====

# 2
Here is a cluster of 3 separate species, C3H13NO2S in total at a distorted geometry from the OMol25 dataset. Energies are from the ωB97M-V functional and the def2-TZVPD basis.

Computed properties:
Molar mass ... 127.21 u
Energy above the lowest of the compared OMol25 structures with the same formula, charge and spin ... 6.49 kcal/mol
SMILES ... NCCCS.O.O
HOMO-LUMO gap ... 9.83 eV

```
20
Properties=species:S:1:pos:R:3:forces:R:3
N -1.57397 0.88850 -0.22094 -0.30 0.00 -0.19
C -1.21903 -0.50299 -0.47537 0.37 -0.87 -0.43
C 0.26822 -0.79939 -0.32311 0.51 -0.67 0.80
C 0.62266 -2.26155 -0.73675 -0.57 1.61 -0.16
S 2.23329 -2.73477 -0.07962 0.18 -0.32 0.01
H -2.52257 1.05336 -0.55758 0.22 0.04 0.17
H -0.96949 1.46487 -0.79284 0.02 0.18 -0.05
H -1.74502 -1.16584 0.21670 -0.12 0.20 0.14
H -1.50810 -0.86671 -1.47200 -0.14 0.30 -0.09
H 0.94582 -0.07586 -0.78059 -0.24 0.07 -0.38
H 0.54829 -0.77730 0.73542 -0.19 0.30 0.03
H 0.58013 -2.39082 -1.81621 0.06 -0.06 -0.05
H -0.18421 -2.85302 -0.30567 0.43 -0.57 0.14
H 2.97780 -1.77908 -0.68060 -0.35 -0.15 0.06
O 1.43299 2.88683 0.24895 0.23 -0.14 -0.25
H 0.98591 2.28448 0.87157 -0.25 0.44 -0.17
H 0.82390 3.14164 -0.45590 0.02 -0.20 0.45
O -0.34245 1.82566 2.27440 -0.26 -0.11 -0.10
H -1.06486 1.68724 1.63038 0.26 -0.06 -0.04
H -0.28930 0.97474 2.71974 0.11 0.01 0.12
```
Forces are in eV/Å.

So, what does the Löwdin scheme give us? The charges, in e, come out as: atom 1 (N): -0.008, atom 2 (C): -0.297, atom 3 (C): -0.291, atom 4 (C): -0.590, atom 5 (S): 0.697, atom 6 (H): 0.087, atom 7 (H): 0.067, atom 8 (H): 0.114, atom 9 (H): 0.112, atom 10 (H): 0.104, atom 11 (H): 0.086, atom 12 (H): 0.067, atom 13 (H): 0.072, atom 14 (H): -0.131, atom 15 (O): -0.079, atom 16 (H): -0.009, atom 17 (H): 0.023, atom 18 (O): -0.078, atom 19 (H): 0.013, atom 20 (H): 0.042

=====

# 3
Here is a cluster of 3 separate species, C3H13NO3 in total at a distorted geometry from the OMol25 dataset. Energies are from the ωB97M-V functional and the def2-TZVPD basis.

Computed properties:
Molar mass ... 111.14 u
Energy above the lowest of the compared OMol25 structures with the same formula, charge and spin ... 50.89 kcal/mol
SMILES ... CNCCO.O.O
HOMO-LUMO gap ... 9.39 eV

```
20
Properties=species:S:1:pos:R:3:forces:R:3
C -2.82895 0.47621 1.01388 2.89 1.92 0.67
N -1.67114 0.26882 0.04781 1.22 1.25 -2.30
C -0.26233 0.82485 0.09481 -0.22 -1.13 2.91
C 0.71275 -0.08635 -0.63813 0.05 -1.75 1.01
O 0.81415 -1.45860 -0.08328 -0.67 1.71 -0.27
H -2.89941 1.54322 1.45148 -0.05 -1.37 -0.91
H -2.78462 -0.18417 1.91385 0.28 0.17 -1.01
H -3.64609 0.23770 0.40527 -1.53 -0.20 -0.42
H -1.80653 0.59068 -0.96065 -1.53 -0.97 1.93
H 0.01008 1.78094 -0.32898 -1.02 0.91 -0.36
H -0.00573 0.94600 1.19017 0.19 -0.46 -1.08
H 0.47896 -0.15355 -1.72123 -0.18 -0.11 0.58
H 1.69845 0.35982 -0.53696 0.20 0.11 -0.14
H 0.19597 -1.46329 0.67402 0.36 -0.10 -0.51
O 2.10117 0.93433 -3.78271 0.55 0.13 -0.23
H 1.42382 0.43337 -3.35876 -1.30 -0.17 0.45
H 2.79520 0.27996 -3.71235 0.80 0.06 -0.26
O 0.66086 -0.93853 3.15835 0.02 0.42 1.28
H 0.42273 -0.51336 4.00387 -0.57 0.10 -0.67
H 1.47694 -1.32489 3.48340 0.50 -0.51 -0.65
```
Forces are in eV/Å.

So, what does the Löwdin scheme give us? The charges, in e, come out as: atom 1 (C): -0.108, atom 2 (N): -0.121, atom 3 (C): -0.243, atom 4 (C): -0.230, atom 5 (O): -0.102, atom 6 (H): 0.088, atom 7 (H): 0.073, atom 8 (H): 0.039, atom 9 (H): 0.121, atom 10 (H): 0.097, atom 11 (H): 0.119, atom 12 (H): 0.095, atom 13 (H): 0.108, atom 14 (H): 0.055, atom 15 (O): -0.040, atom 16 (H): -0.017, atom 17 (H): 0.036, atom 18 (O): -0.058, atom 19 (H): 0.050, atom 20 (H): 0.037

=====

# 4
Here is a cluster of 4 separate species, C3H13NO3 in total at a distorted geometry from the OMol25 dataset. Energies are from the ωB97M-V functional and the def2-TZVPD basis.

Computed properties:
Molar mass ... 111.14 u
Energy above the lowest of the compared OMol25 structures with the same formula, charge and spin ... 32.12 kcal/mol
SMILES ... C=CCN.O.O.O
HOMO-LUMO gap ... 10.47 eV

```
20
Properties=species:S:1:pos:R:3:forces:R:3
C 1.22610 -0.73858 -1.45798 1.05 -0.32 -1.47
C 1.01189 -1.84125 -0.77067 -1.35 -0.05 0.45
C -0.37190 -2.24142 -0.34831 -1.64 -1.65 0.14
N -0.42391 -2.49154 1.11302 1.56 0.43 -0.17
H 2.24388 -0.51558 -1.75730 0.05 0.15 0.04
H 0.47692 -0.24557 -2.07250 -0.29 0.38 0.87
H 1.79233 -2.54875 -0.50284 0.18 0.41 0.30
H -0.70191 -3.15387 -0.87325 0.44 -0.05 -0.15
H -1.19425 -1.56778 -0.60137 0.57 0.61 -0.07
H -1.26715 -2.78626 1.56989 -0.54 -0.14 -0.56
H 0.29549 -3.17264 1.31795 -0.05 0.02 0.34
O -0.87678 3.10442 -1.66662 0.60 -0.33 0.68
H -0.37719 3.87305 -1.36594 -0.17 0.25 -0.23
H -0.51898 2.45533 -1.03253 -0.40 0.06 -0.41
O 0.70903 2.75999 1.21988 0.53 -0.04 -0.22
H 1.47745 2.19785 1.35996 0.39 0.33 0.07
H 0.04877 2.07221 1.15398 -0.98 -0.32 0.20
O -0.91665 0.37147 1.39521 0.14 -0.52 -0.41
H -0.40412 -0.39945 1.05977 -0.37 0.50 0.64
H -1.72026 -0.03417 1.75090 0.30 0.27 -0.05
```
Forces are in eV/Å.

So, what does the Löwdin scheme give us? The charges, in e, come out as: atom 1 (C): 0.007, atom 2 (C): -0.180, atom 3 (C): -0.299, atom 4 (N): -0.023, atom 5 (H): 0.057, atom 6 (H): 0.075, atom 7 (H): 0.105, atom 8 (H): 0.107, atom 9 (H): 0.110, atom 10 (H): 0.071, atom 11 (H): 0.068, atom 12 (O): -0.075, atom 13 (H): 0.033, atom 14 (H): 0.009, atom 15 (O): -0.060, atom 16 (H): 0.036, atom 17 (H): -0.029, atom 18 (O): -0.075, atom 19 (H): 0.010, atom 20 (H): 0.053

=====

Values for LUMO level, eV, ordered as above
-4.830 0.606 0.551 0.618
Values for DFT total energy, eV, ordered as above
-26279.8807 -19742.1609 -10952.5650 -10953.3787